{"formula": "C6H15NO", "method": "the ωB97M-V functional and the def2-TZVPD basis", "smiles": "CCC(N)=O.CCC", "relative_energy_kcal_mol": 22.5, "largest_force_ev_per_a": 3.08, "homo_energy_ev": -9.74, "species": ["O", "N", "C", "C", "C", "C", "C", "C", "H", "H", "H", "H", "H", "H", "H", "H", "H", "H", "H", "H", "H", "H", "H"], "positions_angstrom": [[2.97499, -1.22841, -0.59069], [1.47212, 0.45451, -0.38540], [-2.13443, 0.48035, -0.51704], [0.70840, -1.84556, -0.10236], [-2.38916, 2.92356, 0.12449], [1.83356, -0.89299, -0.39033], [0.27042, -1.98927, 1.31066], [-1.68213, 1.61478, 0.38778], [-0.59815, 1.81073, 0.52094], [2.13561, 1.09491, -0.78562], [0.09719, -1.07959, 1.91923], [-3.22115, 0.55577, -0.66970], [-1.95908, 1.38770, 1.42863], [-1.93711, -0.49151, -0.06106], [-2.41973, 3.57699, 1.00974], [0.57786, 0.82560, -0.06952], [-1.87856, 3.45619, -0.65628], [-3.45008, 2.80043, -0.07244], [0.95744, -2.77971, -0.61033], [-0.17516, -1.53842, -0.69851], [-0.60475, -2.62175, 1.45667], [-1.78301, 0.51419, -1.53765], [0.91971, -2.46715, 2.06121]], "atomic_forces_ev_per_a": [[0.242, -0.257, -0.342], [-0.013, -0.600, -0.078], [-0.558, -0.034, 0.122], [-0.844, -0.237, -1.602], [-0.076, 0.713, 0.574], [-0.450, 1.544, 0.605], [-0.125, -0.341, 3.058], [-0.278, 0.214, 1.611], [-0.550, -0.160, -0.576], [0.112, 0.065, 0.249], [-0.316, 0.196, -1.061], [0.137, -0.051, 0.430], [-0.034, -0.521, -0.227], [0.079, 0.033, -0.238], [0.503, -0.163, -0.148], [0.563, -0.639, -0.451], [-0.193, 0.450, -0.609], [-0.049, -0.257, -0.541], [0.317, -0.209, 0.599], [0.430, 0.255, 0.332], [-0.387, 0.210, -0.558], [0.694, 0.024, -0.220], [0.798, -0.235, -0.927]], "mulliken_charge": [-0.62, -0.34, -1.01, -0.13, -1.46, 0.38, -1.19, 0.05, 0.28, 0.18, 0.27, 0.41, 0.19, 0.21, 0.35, 0.26, 0.34, 0.34, 0.29, 0.12, 0.36, 0.35, 0.36]}

---

{"formula": "C6H15NO", "method": "the ωB97M-V functional and the def2-TZVPD basis", "smiles": "CCNCCCCO", "relative_energy_kcal_mol": 50.2, "largest_force_ev_per_a": 2.78, "homo_energy_ev": -8.69, "species": ["O", "N", "C", "C", "C", "C", "C", "C", "H", "H", "H", "H", "H", "H", "H", "H", "H", "H", "H", "H", "H", "H", "H"], "positions_angstrom": [[-1.21836, 2.98584, 2.15488], [0.31801, -1.34514, -1.08068], [-1.41052, 1.76376, 1.41708], [-0.84415, 0.91440, -0.97491], [-0.95674, -0.60488, -1.04607], [0.94860, -1.74353, 0.18263], [-0.39441, 1.61269, 0.29879], [2.27614, -2.39392, -0.19063], [-2.34038, 2.00031, 0.86731], [-1.63486, 0.99685, 2.16430], [-1.51432, -0.94324, -0.14975], [-0.47477, 3.48744, 1.80450], [1.01692, -1.04635, 1.01971], [0.51227, 1.09686, 0.61609], [0.90132, -0.82781, -1.72898], [0.24762, -2.45080, 0.62770], [2.64800, -2.99431, 0.66070], [-0.06114, 2.60311, -0.04531], [2.14397, -3.13318, -0.96659], [-1.62617, 1.42012, -1.55041], [3.00771, -1.63138, -0.43733], [-1.51149, -0.93939, -1.92360], [-0.03326, 1.17254, -1.71943]], "atomic_forces_ev_per_a": [[0.476, -0.116, 0.546], [-0.721, 0.999, 0.168], [-1.367, 2.090, -0.874], [1.399, 0.467, -2.351], [-0.142, -0.646, 1.313], [-0.544, -0.751, -0.796], [0.564, -0.780, 0.034], [-0.153, -0.493, 1.660], [-0.122, -0.716, 0.261], [0.602, -0.302, -0.478], [0.086, -0.116, -0.447], [-0.076, -0.234, -0.038], [0.485, 0.874, -0.370], [0.126, 0.064, 0.253], [0.565, -0.230, 0.360], [0.093, -0.586, -0.175], [0.085, 0.521, -0.169], [-0.271, 0.002, 0.436], [-0.089, 0.173, -0.557], [-0.757, -0.097, 0.836], [0.195, -0.085, -0.241], [-0.207, 0.350, 0.001], [-0.228, -0.390, 0.630]], "mulliken_charge": [-0.55, -0.29, -0.14, -0.82, -0.81, -0.18, -0.59, -1.28, 0.23, 0.27, 0.30, 0.31, 0.25, 0.27, 0.25, 0.30, 0.38, 0.34, 0.34, 0.48, 0.32, 0.34, 0.30]}

---

{"formula": "C6H15NO", "method": "the ωB97M-V functional and the def2-TZVPD basis", "smiles": "CCC(N)=O.CCC", "relative_energy_kcal_mol": 57.0, "largest_force_ev_per_a": 4.79, "homo_energy_ev": -9.77, "species": ["O", "N", "C", "C", "C", "C", "C", "C", "H", "H", "H", "H", "H", "H", "H", "H", "H", "H", "H", "H", "H", "H", "H"], "positions_angstrom": [[0.62516, 0.01010, 0.88920], [0.27638, 0.73012, 2.91077], [1.68009, -1.24179, -3.24524], [-1.63157, -0.35799, 1.63843], [-2.69469, 0.41385, 2.40429], [1.64899, -0.53420, -1.88283], [1.07933, 0.82606, -1.81815], [-0.25230, 0.23780, 1.70083], [-0.26467, 1.31061, 3.40078], [-1.66145, -1.37907, 2.06300], [-3.68376, 0.31845, 1.84670], [-2.78567, 1.54049, 2.32678], [2.63525, -0.56947, -1.50260], [1.63434, 1.49354, -1.09826], [0.05966, 0.83582, -1.54470], [1.13015, -1.26245, -1.26372], [1.16514, 1.22451, 2.85384], [-1.80395, -0.67656, 0.69614], [-2.83071, 0.04181, 3.41875], [1.02880, 1.41478, -2.88939], [1.70577, -0.65311, -4.18700], [2.24197, -2.07272, -3.33658], [0.69777, -1.65061, -3.38105]], "atomic_forces_ev_per_a": [[-1.076, -0.082, -1.189], [1.045, -1.146, -1.698], [-3.177, 2.859, -0.910], [0.523, 0.625, 3.447], [-2.865, 1.219, -1.725], [0.589, -1.925, -1.034], [0.496, 3.283, -2.177], [3.358, -1.402, 1.192], [-3.234, 2.317, 2.675], [0.826, 0.458, 0.589], [0.852, -0.850, 0.855], [1.399, -0.976, 0.500], [1.222, 0.353, 0.494], [-0.644, -0.690, -0.800], [-1.149, -0.092, 0.575], [-0.280, 0.402, 0.430], [0.006, -0.783, -0.740], [-0.935, 0.211, -3.585], [0.048, 0.365, -0.050], [0.601, -1.498, 2.372], [0.814, 0.245, 0.777], [2.589, -2.498, 0.018], [-1.008, -0.396, -0.016]], "mulliken_charge": [-0.55, -0.52, -1.41, -0.37, -1.23, 0.01, -0.87, 0.41, 0.23, 0.28, 0.35, 0.35, 0.28, 0.23, 0.20, 0.20, 0.28, 0.45, 0.32, 0.27, 0.32, 0.42, 0.36]}

---

{"formula": "C6H15NO", "method": "the ωB97M-V functional and the def2-TZVPD basis", "charge": 1, "relative_energy_kcal_mol": 11.8, "spin_multiplicity": 2, "largest_force_ev_per_a": 1.57, "s2": 0.7630, "homo_energy_ev": [-13.93, -14.62], "species": ["O", "N", "C", "C", "C", "C", "C", "C", "H", "H", "H", "H", "H", "H", "H", "H", "H", "H", "H", "H", "H", "H", "H"], "positions_angstrom": [[-0.04252, -2.20586, 1.98877], [-0.89585, -1.02566, -2.17257], [-0.58622, 0.75439, -0.58368], [-0.84688, 1.28886, 0.76348], [0.31198, -0.79255, -2.98446], [0.42751, 1.78269, 1.45840], [-1.15519, -0.42869, -1.02198], [1.42758, 0.68473, 1.77385], [0.84568, 2.70593, 1.05323], [-1.50703, 2.15726, 0.62595], [0.03405, -2.99062, 2.52821], [-1.57651, -1.63827, -2.59393], [-1.99808, -0.85361, -0.48710], [-0.33456, -2.41039, 1.10250], [2.11642, 1.04728, 2.53183], [2.11888, 0.45029, 0.95231], [0.07117, -1.05678, -4.00206], [1.12402, -1.35150, -2.52148], [-1.33430, 0.53305, 1.37936], [0.08678, 2.15796, 2.43314], [1.02094, -0.28307, 2.05529], [0.58157, 0.25548, -3.00490], [0.11055, 1.21909, -1.27416]], "atomic_forces_ev_per_a": [[0.050, 0.984, 0.110], [0.782, 0.668, -0.436], [0.597, -0.576, 0.143], [0.378, 0.405, -0.587], [-0.521, 0.251, 0.389], [-0.462, 0.170, 1.496], [-1.065, -0.279, -0.423], [1.275, 0.082, -0.734], [0.174, -0.383, -0.662], [-0.158, -0.069, 0.143], [-0.128, -0.479, -0.186], [-0.111, -0.382, 0.384], [0.001, 0.056, 0.167], [-0.014, -0.690, 0.052], [-0.114, -0.112, 0.358], [-0.292, 0.158, -0.288], [0.273, -0.448, -0.177], [0.069, -0.147, -0.410], [-0.154, 0.098, -0.013], [-0.191, -0.162, -0.087], [-0.370, 0.287, 0.308], [-0.014, 0.218, 0.146], [-0.005, 0.350, 0.310]], "mulliken_charge": [-0.59, -0.11, -0.44, -0.63, -0.86, -0.55, 0.15, -1.01, 0.39, 0.33, 0.30, 0.32, 0.53, 0.28, 0.35, 0.30, 0.34, 0.33, 0.37, 0.32, 0.26, 0.34, 0.29]}